--- P ---
{
  "formula": "C5H4S",
  "method": "the ωB97M-V functional and the def2-TZVPD basis",
  "multiplicity": 3,
  "e_homo_ev": [-7.9, -9.1],
  "total_charge": 0,
  "homo_lumo_gap_ev": [8.633, 7.338],
  "species": ["C", "C", "C", "C", "C", "S", "H", "H", "H", "H"],
  "coordinates": [[-0.43, -0.39, 1.43], [0.33, -1.28, 0.97], [-0.79, 0.72, 0.66], [0.89, -0.97, -0.29], [0.03, 0.34, -0.64], [-0.38, -1.09, -1.63], [-1.87, 0.81, 0.32], [-0.32, 1.72, 0.96], [1.98, -1.15, -0.70], [0.55, 1.30, -1.08]],
  "mulliken_charge": [-0.2806, -0.2857, -0.1273, -0.1776, -0.2550, -0.1286, 0.2502, 0.2618, 0.3791, 0.3636]
}

***

--- Q ---
{
  "formula": "C5H4S",
  "method": "the ωB97M-V functional and the def2-TZVPD basis",
  "multiplicity": 3,
  "e_homo_ev": [-4.9, -8.9],
  "total_charge": 0,
  "homo_lumo_gap_ev": [5.712, 7.230],
  "species": ["C", "C", "C", "C", "C", "S", "H", "H", "H", "H"],
  "coordinates": [[0.87, 0.75, 1.34], [-1.34, 0.88, -0.16], [-0.22, 1.11, 0.49], [0.75, -0.13, 0.38], [0.48, -1.15, -0.67], [-1.23, -0.67, -1.13], [1.39, 1.24, 2.19], [-2.23, 1.44, -0.54], [1.26, -1.19, -1.57], [0.28, -2.29, -0.32]],
  "mulliken_charge": [-0.6769, -0.3996, 0.1541, 0.1011, -0.2567, -0.0618, 0.3011, 0.3318, 0.2595, 0.2475]
}

***

What should be chosen as the most stable of them? Choose P.

***

--- P ---
{
  "formula": "C3H2OS",
  "method": "the ωB97M-V functional and the def2-TZVPD basis",
  "e_homo_ev": -9.2,
  "total_charge": 0,
  "homo_lumo_gap_ev": 8.916,
  "species": ["C", "C", "C", "O", "S", "H", "H"],
  "coordinates": [[-0.60, 0.60, 0.00], [-0.41, -0.75, -0.05], [-2.05, 0.56, 0.08], [-2.88, 1.41, -0.12], [-2.20, -1.20, 0.08], [0.23, 1.25, 0.15], [0.33, -1.53, -0.21]],
  "mulliken_charge": [-0.7300, 0.1021, 0.5570, -0.5006, -0.1683, 0.3534, 0.3862]
}

***

--- Q ---
{
  "formula": "C3H2OS",
  "method": "the ωB97M-V functional and the def2-TZVPD basis",
  "smiles": "C#CC(=O)S",
  "e_homo_ev": -10.5,
  "total_charge": 0,
  "homo_lumo_gap_ev": 10.527,
  "species": ["C", "C", "C", "O", "S", "H", "H"],
  "coordinates": [[-0.09, 2.48, 0.25], [-0.03, 1.24, 0.29], [-0.06, -0.31, 0.46], [-0.47, -0.82, 1.48], [0.28, -0.96, -1.08], [-0.04, 3.60, 0.01], [0.39, -2.19, -0.68]],
  "mulliken_charge": [0.2132, -0.4820, 0.3918, -0.4574, -0.1674, 0.3520, 0.1498]
}

***

What should be chosen as the most stable of them? Choose P.

***

--- P ---
{
  "formula": "C5H6S2",
  "method": "the ωB97M-V functional and the def2-TZVPD basis",
  "smiles": "CC#CC(=S)SC",
  "e_homo_ev": -8.7,
  "total_charge": 0,
  "homo_lumo_gap_ev": 8.398,
  "species": ["C", "C", "C", "C", "S", "S", "C", "H", "H", "H", "H", "H", "H"],
  "coordinates": [[-2.05, 1.04, -0.17], [-1.35, -0.18, -0.54], [-0.63, -1.02, -0.98], [-0.28, -2.52, -1.42], [-1.21, -3.34, -2.43], [1.21, -3.20, -0.82], [2.19, -1.83, -0.07], [-1.51, 1.85, 0.21], [-2.82, 0.92, 0.56], [-2.59, 1.19, -1.09], [2.55, -2.22, 1.00], [1.62, -0.94, 0.22], [3.01, -1.49, -0.69]],
  "mulliken_charge": [-1.2018, 0.3873, -0.2948, 0.3820, -0.2384, -0.0422, -0.7274, 0.3224, 0.3313, 0.2756, 0.2621, 0.2514, 0.2923]
}

***

--- Q ---
{
  "formula": "C5H6S2",
  "method": "the ωB97M-V functional and the def2-TZVPD basis",
  "e_homo_ev": [-8.0, -8.0],
  "total_charge": 0,
  "homo_lumo_gap_ev": [6.723, 6.731],
  "species": ["C", "C", "C", "C", "C", "S", "S", "H", "H", "H", "H", "H", "H"],
  "coordinates": [[0.80, -0.17, -1.64], [-0.27, 0.46, -0.80], [1.98, -0.55, -1.05], [-0.19, 0.72, 0.48], [-0.99, 0.54, 1.65], [2.37, -0.62, 0.54], [-2.01, -1.04, 1.84], [0.80, -0.15, -2.74], [-1.17, 0.78, -1.41], [2.74, -0.84, -1.79], [-0.39, 0.59, 2.70], [-1.76, 1.26, 1.65], [-1.92, -0.98, 0.56]],
  "mulliken_charge": [-0.4804, 0.0581, -0.0951, -0.1568, -0.6478, -0.2829, -0.1491, 0.2985, 0.3637, 0.2684, 0.2995, 0.4115, 0.1123]
}

***

What should be chosen as the most stable of them? Choose P.